[1]
# CHCl3O2P

A 2-piece molecular cluster, CHCl3O2P overall (wB97M-V/def2-TZVPD, the Open Molecules 2025 dataset).

```
8
Properties=species:S:1:pos:R:3:mulliken_charge:R:1
C 0.9682 -0.0468 0.6515 0.214
O -2.4916 -0.3439 -0.3915 -0.915
O 0.4240 1.4692 -1.4834 -0.442
P 0.2586 0.0321 -1.2068 0.478
Cl 2.6846 -0.4556 0.3314 -0.203
Cl 0.1227 -1.2431 1.6720 -0.132
Cl 1.0363 1.4495 1.5573 -0.158
H -3.0028 -0.8614 -1.1305 0.157
```

Computed properties:
DFT total energy	-1911.11994	hartree
charge	-1
Kohn-Sham gap (spin up / spin down)	6.970 / 6.972	eV
ΔE to the lowest compared entry with this formula, charge and spin	2.697	eV
E_LUMO (spin up / spin down)	3.14 / 3.14	eV
highest occupied orbital energy (spin up / spin down)	-3.83 / -3.83	eV

[2]
# CHCl4P

CHCl4P as an isolated structure (wB97M-V/def2-TZVPD, the Open Molecules 2025 dataset).

```
7
Properties=species:S:1:pos:R:3:mulliken_charge:R:1
C -0.8123 2.2350 -1.1868 0.035
P -0.1772 -1.6030 0.2582 0.254
Cl -0.0755 1.7307 0.1810 0.005
Cl 1.7232 -1.2697 0.1700 -0.117
Cl 0.3722 2.3255 -2.4488 -0.048
Cl -0.3431 -2.7884 1.8557 -0.213
H -0.6871 -0.6301 1.1709 0.084
```

Computed properties:
DFT total energy	-2220.73360	hartree
charge	0
Kohn-Sham gap	8.556	eV
ΔE to the lowest compared entry with this formula, charge and spin	2.207	eV
E_LUMO	-1.16	eV
highest occupied orbital energy	-9.72	eV

[3]
# CHClFI

The molecule CHClFI (wB97M-V/def2-TZVPD, the Open Molecules 2025 dataset).

```
5
Properties=species:S:1:pos:R:3:mulliken_charge:R:1
F 0.3099 0.0457 -1.3753 -0.140
C 0.2259 0.0709 -0.0748 -0.109
Cl 0.3844 -1.6097 0.5284 -0.111
I -1.8609 0.7957 0.3543 0.045
H 0.9407 0.6973 0.5674 0.315
```

Computed properties:
DFT total energy	-896.42910	hartree
charge	0
Kohn-Sham gap	9.627	eV
ΔE to the lowest compared entry with this formula, charge and spin	0.283	eV
E_LUMO	-0.29	eV
SMILES	F[C@H](Cl)I
highest occupied orbital energy	-9.92	eV

[4]
# CHClN4OP

An isolated ion of composition CHClN4OP and charge -1 (wB97M-V/def2-TZVPD, the Open Molecules 2025 dataset).

```
9
Properties=species:S:1:pos:R:3:mulliken_charge:R:1
C -0.5279 -0.1600 0.0880 0.669
N -1.0040 -0.5020 2.1379 -0.293
N -1.4673 -0.6710 0.8908 -0.406
N 0.4685 0.3983 0.8743 -0.198
N 0.1638 0.1039 2.1015 -0.468
O 1.1773 1.0134 -1.5287 -0.523
P -0.2985 0.1246 -1.6308 0.066
Cl 0.2627 -1.7796 -2.2159 -0.265
H 1.2254 1.4723 -0.7172 0.418
```

Computed properties:
DFT total energy	-1134.59598	hartree
charge	-1
Kohn-Sham gap	8.785	eV
ΔE to the lowest compared entry with this formula, charge and spin	0.343	eV
E_LUMO	3.63	eV
highest occupied orbital energy	-5.16	eV

[5]
# CHClNOPS

The molecule CHClNOPS (wB97M-V/def2-TZVPD, the Open Molecules 2025 dataset).

```
7
Properties=species:S:1:pos:R:3:mulliken_charge:R:1
O -1.5377 -1.5309 -1.7766 -0.475
P -0.2595 -1.4486 -1.0800 0.270
N -0.3966 -0.0793 -0.1534 -0.226
C 0.8122 0.7212 0.8413 0.443
S 0.4808 2.1294 1.4791 -0.205
Cl 2.1326 -0.2836 0.8899 -0.075
H -1.2317 0.4918 -0.2003 0.269
```

Computed properties:
DFT total energy	-1368.41099	hartree
charge	0
Kohn-Sham gap	8.669	eV
ΔE to the lowest compared entry with this formula, charge and spin	0.649	eV
E_LUMO	-1.15	eV
SMILES	O=PNC(=S)Cl
highest occupied orbital energy	-9.82	eV

[6]
# CHClO3S

The molecule CHClO3S (wB97M-V/def2-TZVPD, the Open Molecules 2025 dataset).

```
7
Properties=species:S:1:pos:R:3:mulliken_charge:R:1
O -1.2767 2.6143 0.6478 -0.397
C -0.1211 2.5636 0.8234 0.811
O 0.5785 1.2540 -0.0552 -0.325
S -0.3941 0.2260 -0.6745 0.117
O 0.7943 3.0530 1.4630 -0.343
Cl 0.2783 4.5486 2.5858 -0.027
H -0.0795 -0.8435 0.1151 0.165
```

Computed properties:
DFT total energy	-1122.65658	hartree
charge	0
Kohn-Sham gap (spin up / spin down)	5.069 / 7.774	eV
ΔE to the lowest compared entry with this formula, charge and spin	4.416	eV
E_LUMO (spin up / spin down)	-3.67 / -2.30	eV
SMILES	O=C(OS)OCl
highest occupied orbital energy (spin up / spin down)	-8.74 / -10.07	eV